(1)
Computed, not measured: an isolated ion of composition C6H10N and charge +1 at a distorted geometry, with wB97M-V/def2-TZVPD.

Results
* SMILES: C#CC1([NH2+]C)CC1
* charge: +1
* E: -288.95731 hartree
* ΔE to the lowest compared entry with this formula, charge and spin: 329.9 kJ/mol

Structure (XYZ):
```
17
Properties=species:S:1:pos:R:3:forces:R:3:lowdin_charge:R:1
C 1.936 1.901 1.294 -1.794 -1.015 -0.629 0.22
C 1.093 1.100 0.936 1.897 1.611 0.783 -0.06
C 0.085 0.144 0.788 1.426 -0.372 -3.713 -0.32
N 0.345 -0.815 -0.730 1.111 1.503 3.202 0.09
C 0.298 0.075 -1.827 -1.532 0.089 -3.883 -0.08
C -0.544 -0.600 1.810 -1.194 1.726 -0.263 -0.05
C -1.380 0.272 0.935 -2.057 0.858 -1.240 -0.02
H 2.494 2.746 1.611 0.452 0.052 -0.028 0.06
H 1.291 -1.207 -0.877 -0.688 -0.460 1.301 0.19
H -0.368 -1.496 -0.573 -0.430 -0.798 -0.704 0.14
H -0.601 0.668 -2.071 0.009 -0.878 0.627 0.13
H 1.050 0.766 -1.751 1.928 1.935 0.973 0.06
H 0.665 -0.428 -2.752 -0.881 -0.123 0.444 0.13
H -0.403 -0.219 2.735 0.736 1.189 2.929 0.11
H -0.591 -1.590 1.846 -0.446 -4.165 -0.355 0.09
H -1.915 -0.271 0.107 0.215 0.814 1.065 0.13
H -1.897 1.255 1.274 1.246 -1.965 -0.509 0.17
```
Positions in Å, forces in eV/Å.

=====

(2)
Computed, not measured: C31H29Br2IrN2O3P2S as an isolated structure, with wB97M-V/def2-TZVPD.

Results
* charge: +3
* E: -7866.32528 hartree
* ΔE to the lowest compared entry with this formula, charge and spin: 73.6 kJ/mol
* 2S+1: 2

Structure (XYZ):
```
71
Properties=species:S:1:pos:R:3:forces:R:3:lowdin_charge:R:1
Ir 1.268 1.506 -0.618 -0.003 0.025 -0.025 1.23
Br 1.601 8.103 -0.208 0.001 -0.003 0.000 0.94
C 1.468 6.256 -0.312 0.000 -0.001 -0.003 -0.65
C 0.594 5.560 0.518 -0.006 -0.005 -0.002 -0.04
C 0.520 4.189 0.402 -0.006 0.015 -0.003 -0.07
N 1.265 3.514 -0.484 0.028 -0.002 0.010 -0.10
C 2.138 4.176 -1.278 -0.003 0.012 0.001 -0.18
C 2.255 5.547 -1.218 0.000 0.004 -0.005 -0.01
C 2.949 3.293 -2.136 0.003 -0.005 -0.009 -0.17
C 3.931 3.716 -3.006 -0.005 -0.004 0.012 -0.01
C 4.666 2.764 -3.713 0.002 0.004 -0.005 -0.65
Br 5.995 3.300 -4.889 -0.003 0.000 0.002 0.94
C 4.396 1.413 -3.514 0.003 -0.005 0.000 -0.04
C 3.395 1.058 -2.637 -0.002 0.004 -0.006 -0.07
N 2.680 1.977 -1.972 -0.021 0.010 -0.017 -0.09
H -0.017 6.075 1.245 -0.001 0.000 -0.001 0.13
H -0.137 3.598 1.026 0.002 -0.003 0.003 0.13
H 2.954 6.073 -1.853 0.000 0.002 0.001 0.12
H 4.144 4.767 -3.135 0.003 0.000 -0.001 0.12
H 4.958 0.649 -4.031 -0.001 -0.002 0.002 0.13
H 3.148 0.023 -2.440 0.002 0.000 0.000 0.13
O 1.416 -0.663 -0.270 -0.032 0.042 -0.007 -0.41
S 1.342 -0.137 1.141 0.091 0.026 -0.018 0.50
O 2.504 0.720 1.362 -0.030 -0.077 0.077 -0.30
O 0.115 0.737 1.095 -0.005 0.019 -0.029 -0.40
C 1.242 -1.393 2.340 0.019 0.050 0.040 -0.28
C 2.254 -1.401 3.289 -0.031 0.024 -0.033 -0.01
C 2.246 -2.380 4.276 -0.011 -0.034 0.027 0.00
C 1.243 -3.333 4.300 0.031 0.014 0.005 0.00
C 0.235 -3.323 3.338 0.026 -0.029 -0.004 -0.03
C 0.211 -2.346 2.350 -0.071 -0.038 -0.057 -0.32
P -1.150 -2.408 1.165 0.050 -0.130 0.000 1.23
C -1.454 -4.084 0.704 -0.025 0.081 0.110 -0.37
C -2.705 -4.692 0.897 0.047 -0.055 -0.059 -0.06
C -2.862 -6.025 0.565 -0.017 0.033 0.017 -0.03
C -1.794 -6.744 0.038 0.019 -0.002 -0.005 -0.01
C -0.554 -6.140 -0.160 -0.004 -0.024 -0.014 -0.04
C -0.378 -4.811 0.164 -0.009 0.017 -0.020 -0.07
C -2.560 -1.515 1.718 -0.115 0.123 -0.027 -0.37
C -3.708 -1.512 0.904 0.041 -0.042 -0.002 -0.10
C -4.827 -0.810 1.303 -0.015 0.020 0.009 -0.04
C -4.808 -0.095 2.498 0.000 -0.004 0.005 -0.02
C -3.665 -0.070 3.291 -0.011 0.002 -0.003 -0.04
C -2.535 -0.764 2.902 0.036 -0.051 0.004 -0.06
H 3.037 -0.657 3.255 0.001 -0.001 -0.001 0.13
H 3.030 -2.393 5.021 0.002 0.000 -0.002 0.14
H 1.238 -4.097 5.066 -0.001 0.002 0.001 0.13
H -0.534 -4.085 3.363 0.005 0.018 0.001 0.13
H -3.528 -4.143 1.333 -0.012 0.022 0.014 0.11
H -3.814 -6.510 0.731 0.002 -0.004 -0.004 0.13
H -1.927 -7.787 -0.215 0.001 0.001 -0.003 0.13
H 0.268 -6.710 -0.569 -0.003 -0.002 -0.001 0.12
H 0.582 -4.334 0.006 0.000 -0.012 0.016 0.12
H -3.722 -2.070 -0.025 0.003 0.007 -0.003 0.12
H -5.719 -0.820 0.691 -0.002 -0.010 0.002 0.12
H -5.691 0.444 2.813 0.001 0.003 0.000 0.13
H -3.665 0.483 4.221 0.007 0.001 0.001 0.12
H -1.652 -0.753 3.528 0.008 -0.001 -0.001 0.11
C -1.515 0.182 -1.736 0.000 0.016 0.004 -0.22
P -0.371 1.505 -2.156 0.009 -0.058 0.016 0.73
C 0.208 1.194 -3.832 -0.004 0.003 -0.001 -0.20
C -1.324 3.030 -2.220 0.002 0.001 0.003 -0.20
H -2.326 0.162 -2.467 0.000 -0.001 0.000 0.08
H -1.922 0.353 -0.739 0.000 0.002 -0.008 0.04
H -0.985 -0.770 -1.750 0.002 0.000 -0.001 0.05
H -0.658 1.131 -4.494 0.003 0.000 -0.002 0.08
H 0.753 0.251 -3.878 -0.001 -0.001 0.001 0.06
H 0.851 2.003 -4.177 0.000 0.000 0.000 0.06
H -2.128 2.907 -2.948 0.001 0.000 -0.002 0.08
H -0.699 3.867 -2.531 0.000 0.002 0.000 0.06
H -1.764 3.247 -1.247 0.000 -0.001 0.000 0.06
```
Positions in Å, forces in eV/Å.

=====

(3)
Computed, not measured: a 12-piece molecular cluster, H24O12 overall at a distorted geometry, with wB97M-V/def2-TZVPD.

Results
* SMILES: O.O.O.O.O.O.O.O.O.O.O.O
* E: -917.09678 hartree
* ΔE to the lowest compared entry with this formula, charge and spin: 600.1 kJ/mol

Structure (XYZ):
```
36
Properties=species:S:1:pos:R:3:forces:R:3:lowdin_charge:R:1
O -0.838 1.187 -0.286 0.189 -0.036 0.004 -0.04
H -0.059 0.705 0.015 -0.166 -0.030 0.006 0.03
H -0.539 2.102 -0.346 -0.241 -0.010 -0.097 0.03
O 2.842 2.719 -2.617 -0.109 0.149 0.030 -0.06
H 3.256 3.577 -2.762 0.041 -0.096 0.031 0.03
H 1.983 2.798 -3.048 0.061 -0.111 -0.016 0.03
O -0.461 -2.762 -0.796 -0.612 -3.216 7.398 -0.13
H -0.214 -3.632 -0.462 -0.075 -0.184 0.613 0.08
H -0.712 -2.271 -0.006 -0.094 -0.333 0.831 0.06
O -3.845 0.030 1.065 -1.201 1.178 -0.678 -0.07
H -4.420 0.790 1.209 -0.111 0.014 -0.195 0.06
H -3.238 0.322 0.376 0.239 0.039 0.150 0.04
O -0.301 -2.052 -2.497 0.220 3.272 -7.464 -0.12
H -0.743 -2.901 -2.609 0.035 0.653 -0.207 0.06
H -0.883 -1.561 -1.907 0.285 -0.092 -1.176 0.02
O 4.665 -0.413 -0.339 -0.206 0.041 0.022 -0.04
H 3.779 -0.445 0.040 0.178 -0.018 -0.092 -0.01
H 4.558 0.113 -1.140 0.046 0.025 -0.023 0.04
O 0.833 2.449 2.529 0.090 -0.097 -0.236 -0.05
H 0.810 2.695 1.597 -0.008 0.060 0.168 0.02
H 1.348 1.635 2.544 -0.030 0.046 0.158 0.03
O -2.476 -1.368 2.226 1.277 -0.722 0.970 -0.09
H -1.715 -1.404 2.816 0.023 -0.273 0.056 0.04
H -2.991 -0.621 2.551 0.014 -0.157 -0.418 0.02
O -3.722 -2.594 -1.502 0.061 0.186 -0.175 -0.05
H -3.096 -2.050 -1.010 -0.119 -0.181 0.160 0.01
H -4.253 -1.956 -1.992 -0.003 -0.101 0.051 0.04
O 1.999 -2.358 0.602 -0.001 -0.310 -0.794 -0.05
H 1.883 -1.455 0.284 -0.217 -0.231 -0.071 0.04
H 2.336 -2.835 -0.164 -0.275 -0.006 -0.262 0.08
O 3.356 -1.655 2.497 0.653 0.642 0.753 -0.07
H 3.473 -2.176 1.695 -0.242 0.023 0.239 0.00
H 3.573 -0.756 2.227 0.262 -0.112 0.257 0.02
O -2.205 5.024 -0.169 0.163 0.089 -0.081 -0.06
H -2.643 5.725 -0.666 -0.023 -0.096 0.033 0.04
H -1.341 5.393 0.046 -0.102 -0.004 0.056 0.03
```
Positions in Å, forces in eV/Å.

=====

(4)
Computed, not measured: C5H11NO in the gas phase at a distorted geometry, with wB97M-V/def2-TZVPD.

Results
* SMILES: C/C(N)=C(\C)CO
* E: -326.96004 hartree
* ΔE to the lowest compared entry with this formula, charge and spin: 449.8 kJ/mol

Structure (XYZ):
```
18
Properties=species:S:1:pos:R:3:forces:R:3:lowdin_charge:R:1
C 1.676 -0.534 0.906 0.005 0.078 -0.472 -0.04
C 0.848 0.372 0.024 3.088 -1.595 -0.231 -0.42
N 1.531 1.399 -0.603 0.182 0.869 -0.136 0.10
C -0.457 0.054 -0.276 -1.680 -0.624 -0.817 -0.29
C -0.876 -1.171 -1.027 0.086 -0.109 0.313 -0.05
C -1.391 0.871 0.519 1.495 1.876 1.450 -0.25
O -2.458 0.187 1.134 -0.076 -0.289 0.324 -0.05
H 1.036 -1.157 1.537 0.126 0.118 -0.115 0.08
H 2.320 -1.187 0.311 0.248 -0.213 0.044 0.07
H 2.322 0.071 1.553 -0.072 -0.094 -0.061 0.08
H 2.520 1.210 -0.746 -0.242 0.235 0.203 0.09
H 1.090 1.717 -1.461 0.189 -0.075 0.302 0.10
H -1.473 -1.850 -0.416 -0.111 -0.268 -0.012 0.07
H -0.019 -1.726 -1.425 -0.141 0.110 0.155 0.08
H -1.492 -0.876 -1.886 -0.008 -0.050 0.024 0.08
H -1.753 1.785 0.052 -0.348 0.196 -0.368 0.11
H -0.545 1.258 1.293 -3.020 -0.475 -0.665 0.16
H -2.879 -0.424 0.512 0.278 0.310 0.061 0.08
```
Positions in Å, forces in eV/Å.